120
Properties=species:S:1:pos:R:3:forces:R:3 method="wB97M-V/def2-TZVPD" homo_lumo_gap_ev=7.035 lumo_ha=0.0740 charge=-1 relative_energy_kcal_mol=15.8
Sr 0.295681 -0.680930 0.179271 0.39 0.90 -0.02
C -2.810477 1.068437 1.389697 0.07 0.01 0.03
N -1.461488 1.564732 1.132596 -0.14 0.06 0.04
C -0.853262 2.147636 2.326054 -0.02 -0.10 0.00
C -0.469888 1.126738 3.372721 0.05 0.16 0.00
C -0.694470 1.370017 4.721112 -0.04 0.04 0.05
C -0.291320 0.423400 5.649496 0.02 -0.02 -0.04
C 0.318191 -0.735270 5.196890 -0.01 0.04 0.00
C 0.512987 -0.892504 3.830502 0.01 0.03 0.05
N 0.136322 0.024794 2.939408 -0.10 -0.06 -0.01
C -1.538508 2.581678 0.087871 0.06 -0.06 -0.04
C -1.611931 2.051361 -1.326000 0.01 -0.02 0.01
C -1.646573 2.984868 -2.357772 -0.02 0.02 0.06
C -1.522114 2.550216 -3.659423 -0.01 0.01 -0.05
C -1.381618 1.191305 -3.895165 -0.02 0.01 -0.04
C -1.399530 0.332556 -2.814828 -0.05 0.05 0.09
N -1.522966 0.744215 -1.546082 0.05 0.03 -0.06
C -2.878601 -0.190267 2.213373 -0.11 -0.04 -0.04
C -3.538501 -0.237909 3.433658 -0.03 -0.02 -0.02
C -3.648508 -1.451849 4.092717 0.00 -0.01 0.00
C -3.116297 -2.585770 3.502730 -0.02 0.02 0.03
C -2.469041 -2.444365 2.284832 0.09 0.07 0.15
N -2.336399 -1.275813 1.664342 0.10 -0.18 0.00
H -3.247495 0.835186 0.416552 -0.05 0.00 0.01
H -3.429629 1.846044 1.868788 0.01 0.03 -0.01
H -1.515799 2.899911 2.787213 -0.01 0.02 -0.02
H 0.056982 2.658542 2.004821 0.05 -0.05 -0.03
H -1.188739 2.282223 5.032428 0.01 0.00 -0.01
H -0.456659 0.587585 6.707500 0.00 0.00 0.00
H 0.649970 -1.505618 5.879977 0.00 0.00 0.00
H 1.006831 -1.755679 3.395859 0.03 -0.02 -0.01
H -0.615454 3.160499 0.111492 0.03 -0.02 0.05
H -2.385600 3.262769 0.280655 0.03 0.04 -0.05
H -1.701694 4.040344 -2.120230 -0.03 0.00 -0.01
H -1.505380 3.258703 -4.478394 0.00 0.00 0.00
H -1.245901 0.799274 -4.893792 0.01 -0.01 0.01
H -1.275384 -0.730049 -2.963420 -0.01 -0.05 0.03
H -3.951951 0.667044 3.860025 0.00 0.01 -0.01
H -4.147826 -1.510246 5.051740 0.00 -0.01 0.00
H -3.189201 -3.555928 3.974265 0.01 0.00 -0.01
H -2.028240 -3.307413 1.794749 0.00 0.01 -0.02
C 0.776301 -6.806997 1.417822 0.01 0.02 -0.02
C 1.182387 -6.174623 0.085019 -0.01 -0.08 0.04
C 1.582079 -7.248696 -0.907603 -0.06 0.06 -0.02
O 0.093552 -5.374267 -0.389034 -0.05 0.01 -0.09
C 0.434206 -3.974723 -0.297257 -0.11 -0.19 0.08
C 1.669312 -4.062584 0.649688 0.10 -0.08 0.00
O 2.261231 -5.291722 0.231134 -0.06 -0.02 0.00
C 2.664655 -2.930195 1.025580 -0.06 -0.07 -0.04
O 1.888245 -1.907673 1.504001 -0.29 -0.02 -0.35
C 3.568015 -3.466415 2.182055 0.10 0.08 -0.04
C 4.276675 -4.668461 2.156058 0.02 0.03 -0.02
C 5.070816 -5.051636 3.229247 -0.01 0.00 0.00
C 5.196714 -4.234504 4.343869 0.01 0.00 0.00
C 4.527188 -3.019958 4.364810 0.00 0.00 0.00
C 3.725538 -2.644798 3.295149 -0.02 -0.04 -0.02
C 3.632928 -2.474298 -0.081514 -0.03 -0.02 -0.01
C 4.279230 -3.350047 -0.949269 0.08 -0.02 0.09
C 5.177655 -2.874929 -1.896026 0.05 0.02 0.00
C 5.453631 -1.518039 -1.991244 -0.01 -0.05 0.03
C 4.828162 -0.642099 -1.114391 0.02 0.00 0.01
C 3.933937 -1.118854 -0.168247 -0.06 0.01 -0.03
C 0.390566 -3.282259 -1.708699 0.17 -0.34 -0.25
O 0.971625 -2.050417 -1.665041 -0.33 0.15 0.42
C 1.053202 -4.180617 -2.780646 0.08 0.10 0.10
C 0.484348 -5.345891 -3.293158 0.04 -0.04 0.06
C 1.102266 -6.050523 -4.315742 0.01 -0.05 0.02
C 2.318184 -5.617416 -4.830846 0.02 0.04 0.00
C 2.896776 -4.463483 -4.321985 -0.02 -0.04 0.00
C 2.257205 -3.747387 -3.317188 0.02 0.02 0.00
C -1.102768 -3.058957 -2.105164 -0.17 -0.22 -0.32
C -2.020027 -2.495565 -1.223098 -0.27 -0.33 0.15
C -3.332694 -2.214703 -1.584927 0.11 0.15 0.02
C -3.770773 -2.438547 -2.877012 0.06 -0.02 -0.08
C -2.859089 -2.937846 -3.798798 -0.08 0.05 0.05
C -1.560343 -3.238488 -3.417811 0.11 0.00 -0.01
H -0.077425 -7.466045 1.253978 0.00 0.00 0.01
H 0.490884 -6.049442 2.146138 -0.01 -0.02 0.00
H 1.607998 -7.387110 1.819525 -0.01 -0.01 0.01
H 0.702590 -7.809559 -1.225424 0.00 -0.01 0.00
H 2.285076 -7.932717 -0.429586 0.00 0.00 -0.02
H 2.053195 -6.796879 -1.775465 0.00 0.02 -0.05
H -0.369214 -3.525223 0.297372 0.09 0.09 -0.01
H 1.200578 -4.245009 1.627404 0.01 0.06 0.00
H 4.210776 -5.311071 1.291740 0.02 -0.01 0.02
H 5.603204 -5.995127 3.187640 0.00 0.00 0.00
H 5.820814 -4.534575 5.177380 0.00 0.00 0.00
H 4.634319 -2.355520 5.215188 0.00 0.00 0.00
H 3.211928 -1.693872 3.286618 -0.01 0.02 0.01
H 4.060299 -4.408339 -0.911827 -0.01 0.00 -0.01
H 5.648269 -3.573156 -2.579673 0.00 0.00 0.00
H 6.135359 -1.147752 -2.747858 0.00 0.01 0.00
H 5.018102 0.422208 -1.178682 0.00 0.00 0.00
H 3.436582 -0.432318 0.504450 0.02 0.01 0.00
H -0.459091 -5.697827 -2.896503 0.01 -0.02 0.02
H 0.638345 -6.949686 -4.705577 0.00 0.00 0.00
H 2.806340 -6.172804 -5.623017 -0.01 0.00 0.00
H 3.846762 -4.112823 -4.710039 0.00 0.01 0.00
H 2.683486 -2.839503 -2.914958 -0.04 0.00 -0.07
H -1.788410 -2.272206 -0.192395 0.14 -0.10 -0.11
H -3.996685 -1.785217 -0.842769 -0.01 -0.02 0.01
H -4.789348 -2.212806 -3.166554 0.00 0.00 -0.01
H -3.157547 -3.097485 -4.828268 -0.01 0.00 0.00
H -0.886499 -3.617124 -4.172819 0.00 0.03 0.02
F 6.364751 -0.618565 -5.859824 0.06 -0.02 0.05
C 5.211981 -0.059498 -6.300040 0.00 0.01 0.02
F 5.589111 0.980413 -7.078616 0.02 0.06 -0.04
F 4.650222 -0.967812 -7.119269 -0.06 -0.04 -0.03
C 4.311570 0.359899 -5.186872 -0.02 -0.02 0.00
C 3.285213 -0.472822 -4.756241 -0.02 -0.01 -0.03
C 2.485862 -0.100846 -3.690049 0.04 -0.02 0.04
C 2.711873 1.109010 -3.022782 -0.08 0.10 -0.05
C 3.749569 1.937509 -3.469127 0.00 0.03 -0.05
C 4.543500 1.568004 -4.539151 -0.02 -0.01 0.02
C 1.921737 1.467074 -1.883889 0.05 -0.14 0.21
C 1.316554 1.686527 -0.833942 0.16 -0.01 0.16
H 3.114314 -1.421651 -5.249474 -0.01 -0.01 0.01
H 1.717261 -0.765327 -3.310346 0.01 -0.02 -0.01
H 3.931343 2.871453 -2.952724 -0.01 -0.01 0.00
H 5.345896 2.213965 -4.873033 0.00 0.01 0.01